Computed, not measured: 11 unconnected molecules or ions with the total composition C26H76N2O20, with the ωB97M-V functional and the def2-TZVPD basis.

Output
Multiplicity: 1
SMILES: COC[C@H](C)N.COC[C@H](C)N.OCCO.OCCO.OCCO.OCCO.OCCO.OCCO.OCCO.OCCO.OCCO
Highest occupied orbital energy in eV: -9.23
E_LUMO in eV: 0.28
Kohn-Sham gap in eV: 9.510
E_tot in a.u.: -2650.3734

The geometry in XYZ format:
```
124
Properties=species:S:1:pos:R:3:mulliken_charge:R:1
H 30.27 29.14 -21.84 0.31
H 25.48 21.55 -30.13 0.35
O 29.51 16.91 -25.08 -0.68
H 30.75 18.19 -23.95 0.04
H 27.36 18.27 -21.49 0.42
C 32.56 21.82 -21.38 -0.36
O 30.03 25.41 -26.50 -0.64
H 24.10 26.37 -26.92 0.31
H 34.02 20.80 -30.91 0.24
C 28.16 22.43 -25.47 -0.73
O 23.52 24.50 -24.74 -0.56
C 31.37 18.14 -26.01 -0.43
H 32.98 21.67 -23.79 0.33
O 31.92 17.15 -26.90 -0.58
H 32.47 20.72 -28.68 0.21
H 26.85 21.33 -18.99 0.52
O 24.45 20.72 -27.88 -0.55
H 31.48 16.71 -24.47 0.36
C 28.62 27.31 -26.78 -0.52
H 28.48 22.99 -18.48 0.48
H 29.57 21.85 -23.05 -0.32
C 30.78 17.49 -24.80 0.05
H 26.15 21.57 -27.14 0.09
H 29.80 21.18 -27.05 0.20
O 32.23 22.99 -22.11 -0.50
H 31.75 27.39 -22.44 0.36
H 31.56 22.19 -32.07 0.43
O 30.32 28.36 -21.27 -0.56
O 26.89 21.57 -21.05 0.00
H 28.42 25.47 -27.89 0.11
C 31.95 20.52 -30.79 0.50
C 30.01 22.24 -26.91 -0.76
H 31.36 20.46 -22.50 -0.28
C 27.74 18.15 -22.51 -0.09
H 26.01 18.04 -23.82 0.53
C 27.84 22.53 -24.00 2.16
H 31.29 19.87 -31.37 0.24
H 23.59 23.11 -20.61 0.26
H 26.26 26.38 -25.16 0.03
C 30.73 27.24 -22.05 -0.32
H 29.93 24.60 -25.98 0.33
H 29.77 23.47 -32.03 0.43
H 27.59 24.68 -23.86 0.09
H 29.67 24.03 -30.33 0.25
O 23.27 20.62 -22.85 -0.60
H 31.18 16.65 -27.25 0.37
H 31.07 22.47 -26.94 0.37
C 23.45 22.07 -20.94 -0.71
O 29.34 22.97 -20.41 -0.33
H 25.46 24.02 -25.16 -0.12
C 31.49 21.95 -31.00 -0.85
O 29.53 22.72 -25.66 -0.42
H 28.74 20.73 -23.85 -0.27
C 24.89 24.82 -24.66 0.40
H 25.26 24.85 -23.64 0.29
O 24.21 21.15 -20.17 -0.63
H 29.01 26.71 -20.46 0.35
H 26.79 22.30 -23.81 -1.45
H 24.81 21.96 -22.58 -0.61
H 33.55 21.91 -20.92 0.48
O 25.31 23.25 -28.95 -0.50
N 33.26 20.34 -31.41 -0.73
C 28.11 23.87 -23.34 -1.15
C 25.92 21.98 -29.22 0.22
H 24.64 26.92 -24.69 0.37
H 24.60 23.13 -28.32 0.31
O 29.36 25.83 -20.64 -0.60
H 31.87 21.64 -20.54 0.14
O 27.52 19.08 -24.72 -0.54
H 30.47 27.54 -27.32 0.35
C 30.70 26.06 -21.14 0.30
C 28.72 25.82 -26.89 1.08
H 29.15 24.16 -23.20 0.10
H 27.97 21.42 -25.86 0.66
H 24.38 19.88 -27.42 0.31
N 28.62 21.52 -23.21 0.35
H 31.33 26.26 -20.27 0.40
H 27.58 21.49 -21.76 -0.07
H 28.67 18.72 -22.53 -0.12
H 26.43 20.17 -28.21 0.42
H 28.07 18.32 -24.99 0.33
H 23.20 22.68 -22.97 0.30
H 26.97 22.21 -29.42 -0.26
C 23.73 21.90 -22.42 0.89
H 32.21 18.75 -25.67 0.27
H 27.50 23.68 -19.78 0.21
H 32.11 22.66 -30.43 0.29
H 27.66 27.65 -27.17 0.22
C 28.23 22.89 -19.54 -0.51
C 32.43 20.62 -22.27 0.03
C 26.81 18.74 -23.54 0.23
H 28.41 23.00 -31.04 0.15
C 25.82 21.06 -28.04 -0.35
H 23.23 24.54 -25.66 0.34
C 25.20 26.17 -25.27 -0.42
H 30.99 25.17 -21.70 -0.39
C 29.49 23.19 -31.01 -0.68
H 27.45 16.16 -22.31 0.31
H 26.38 19.65 -23.12 -0.43
H 33.56 19.38 -31.51 0.26
O 30.13 22.03 -30.59 -0.19
H 27.94 25.37 -26.26 -0.64
H 32.53 23.74 -21.58 0.26
H 28.33 20.78 -19.81 0.25
H 28.71 27.58 -25.72 0.26
H 27.53 23.17 -25.98 0.22
C 31.86 20.09 -29.34 -1.10
O 28.02 16.77 -22.78 -0.57
H 29.59 22.85 -27.72 0.15
H 30.81 20.10 -29.03 0.21
H 30.73 18.82 -26.58 0.24
H 25.13 21.35 -20.38 0.42
H 32.25 19.08 -29.16 0.41
H 22.38 21.88 -20.77 0.36
H 29.48 23.91 -20.63 0.20
H 30.11 27.10 -22.94 0.12
H 29.08 16.64 -24.25 0.32
O 25.01 26.20 -26.67 -0.49
H 23.76 19.99 -22.31 0.37
O 33.13 20.76 -23.51 -0.58
H 32.80 19.73 -21.75 0.47
O 29.63 27.96 -27.54 -0.60
C 27.56 21.56 -19.79 -0.52
H 27.67 23.77 -22.34 0.28
```

---

Computed, not measured: a single C4H4O3 molecule, with the ωB97M-V functional and the def2-TZVPD basis.

Output
Multiplicity: 1
SMILES: CC(=O)OC=C=O
Highest occupied orbital energy (spin up / spin down) in eV: -8.29 / -8.29
E_LUMO (spin up / spin down) in eV: -0.30 / -0.30
Kohn-Sham gap (spin up / spin down) in eV: 7.994 / 7.999
E_tot in a.u.: -380.4184

The geometry in XYZ format:
```
11
Properties=species:S:1:pos:R:3:mulliken_charge:R:1
O 0.68 1.55 0.36 -0.49
C 0.68 0.38 0.16 0.75
H -1.26 1.50 -0.30 0.30
C -1.49 0.42 -0.52 -0.33
H 1.82 -1.09 -0.96 0.26
O -0.45 -0.31 -0.28 -0.22
O -3.92 -0.45 0.19 -0.26
H 2.83 0.09 -0.02 0.30
C -2.81 -0.23 0.35 0.30
C 1.89 -0.55 0.07 -0.88
H 2.02 -1.30 0.94 0.26
```

---

Computed, not measured: a molecular structure, C5H6N, with the ωB97M-V functional and the def2-TZVPD basis.

Output
Multiplicity: 1
Highest occupied orbital energy in eV: -14.86
E_LUMO in eV: -6.00
Kohn-Sham gap in eV: 8.860
E_tot in a.u.: -248.2405
Net charge: +1

The geometry in XYZ format:
```
12
Properties=species:S:1:pos:R:3:mulliken_charge:R:1
H -2.07 0.36 -1.15 0.36
H -1.12 -1.09 -1.24 0.28
C 0.51 -0.65 0.30 -0.13
C 1.58 0.86 -0.30 -0.16
H 0.99 -1.54 0.51 0.45
C -1.12 -0.12 -0.80 -0.26
H 2.17 2.46 0.70 0.31
H -0.98 -0.11 1.41 0.34
C 1.89 1.94 -0.13 -0.08
H -1.34 -1.63 0.91 0.37
C -1.06 -0.65 0.46 -0.60
N 0.55 0.17 -0.67 0.13
```

---

Computed, not measured: a molecular structure, C35H25BrF4N5O3PPd, with the ωB97M-V functional and the def2-TZVPD basis.

Output
Multiplicity: 5
Highest occupied orbital energy (spin up / spin down) in eV: -18.71 / -18.69
E_LUMO (spin up / spin down) in eV: -11.14 / -14.93
Kohn-Sham gap (spin up / spin down) in eV: 7.567 / 3.765
E_tot in a.u.: -5289.2489
Net charge: +4
<S²>: 6.032

The geometry in XYZ format:
```
75
Properties=species:S:1:pos:R:3:mulliken_spin:R:1
H 1.09 1.78 3.06 0.00
Br -0.12 -2.48 1.59 0.17
H -1.67 0.88 -3.54 0.00
C -1.49 -2.51 -0.95 0.05
C -2.56 4.36 2.44 0.09
C -2.82 2.73 4.27 0.09
N 2.22 0.60 1.82 0.09
C -2.47 0.84 -2.81 0.02
H 2.29 -0.64 -6.03 0.00
H -3.78 2.08 -3.97 0.00
C 1.79 0.28 -4.16 0.01
O 8.26 -0.91 1.15 0.00
H 3.73 -3.62 -2.12 0.00
H -2.17 5.14 3.08 0.01
C -4.15 4.52 2.44 0.10
C 3.73 -2.81 -1.40 0.01
C 1.70 -0.72 -5.13 0.01
H 5.85 -2.76 -1.17 0.00
C -4.40 2.97 4.17 0.08
C 2.10 1.47 2.82 0.01
C 2.52 -2.24 -1.01 -0.02
H -4.82 2.89 5.18 0.01
C -1.62 2.14 2.24 -0.05
N 2.46 -1.26 -0.12 0.18
O 7.54 -1.52 -0.79 0.00
C -2.98 -4.45 -1.58 0.13
H -2.19 4.45 1.42 0.00
C -2.43 -3.15 -1.81 0.21
H -4.58 3.82 1.72 -0.01
H -4.83 2.25 3.48 0.00
C -2.33 0.11 -1.63 0.01
P -0.82 -0.81 -1.32 0.19
C 3.60 -0.80 0.45 0.02
F -1.41 -5.11 1.54 0.07
H -2.64 1.69 4.53 0.00
H 0.78 -2.57 -5.70 0.00
C -1.73 -4.49 0.46 0.23
C 0.15 -0.89 -2.83 -0.03
C 0.06 -1.89 -3.81 0.00
C 3.47 0.18 1.49 0.01
F -3.06 -6.31 -0.15 0.00
Pd 0.64 -0.23 0.54 1.30
H 6.80 0.56 2.21 0.00
O -4.55 4.27 3.73 0.33
H -4.38 5.56 2.19 0.01
C -1.19 -3.18 0.20 0.11
C 6.02 -0.72 0.74 0.00
C 4.61 0.66 2.14 -0.01
H -0.59 -2.74 -3.70 0.01
H -3.27 -0.51 0.22 -0.01
H 2.45 1.12 -4.31 0.00
N 7.40 -1.09 0.34 0.00
C -4.71 1.44 -2.15 0.02
C 1.03 0.18 -3.01 0.04
H 5.32 1.96 3.71 0.00
H 3.02 2.69 4.33 0.00
H -5.39 0.63 -0.28 0.00
C -4.56 0.71 -0.97 -0.01
H 1.11 0.96 -2.26 -0.02
C -2.62 -5.13 -0.44 0.04
C 4.45 1.58 3.19 0.00
C -3.66 1.52 -3.06 0.00
F -3.81 -4.93 -2.44 0.02
F -2.86 -2.54 -2.86 0.07
H -2.45 3.42 5.03 0.01
C -3.37 0.05 -0.70 0.01
N -2.28 3.05 2.97 0.22
C 4.90 -2.34 -0.87 0.00
H 1.59 -2.58 -1.44 0.00
H -5.65 1.93 -2.37 0.00
C 3.18 1.98 3.53 0.00
C 0.85 -1.80 -4.95 0.00
N -1.05 1.37 1.61 0.16
C 5.90 0.19 1.73 0.00
C 4.87 -1.29 0.08 0.01
```